C57H67N2P2PtS2Si as an isolated structure. Source: the OMol25 dataset; level of theory: ωB97M-V with the def2-TZVPD basis set.

Each line ends with the Löwdin charge.
Cartesian coordinates (Å):
Pt: 0.451 -0.404 0.036  0.66
C: 0.952 -1.042 3.811  -0.18
Si: 0.285 0.021 2.352  0.53
C: -1.615 -0.010 2.615  -0.30
C: -2.182 0.674 3.681  -0.09
C: -3.533 0.578 3.959  -0.06
C: -4.333 -0.242 3.181  -0.06
C: -3.788 -0.922 2.106  -0.11
C: -2.436 -0.793 1.799  -0.36
P: -1.654 -1.598 0.357  1.00
C: -1.598 -3.420 0.737  -0.42
C: -2.867 -3.932 1.421  -0.21
C: -2.775 -5.441 1.640  -0.19
C: -1.554 -5.790 2.483  -0.20
C: -0.286 -5.258 1.820  -0.19
C: -0.390 -3.749 1.611  -0.23
C: -2.634 -1.462 -1.244  -0.41
C: -3.727 -2.455 -1.664  -0.18
C: -5.136 -2.111 -1.192  -0.20
C: -5.492 -0.687 -1.594  -0.19
C: -4.489 0.289 -0.991  -0.19
C: -3.075 -0.012 -1.479  -0.21
C: 0.821 1.815 2.722  -0.29
C: 1.095 2.217 4.024  -0.10
C: 1.333 3.543 4.335  -0.06
C: 1.285 4.497 3.332  -0.06
C: 1.057 4.109 2.025  -0.11
C: 0.850 2.770 1.703  -0.38
P: 0.560 2.215 -0.021  1.07
C: -0.923 3.251 -0.532  -0.42
C: -1.908 3.269 0.638  -0.20
C: -3.291 3.764 0.196  -0.17
C: -3.193 4.707 -1.007  -0.20
C: -1.926 5.546 -0.917  -0.18
C: -0.666 4.675 -1.038  -0.19
C: 1.983 2.731 -1.150  -0.40
C: 2.985 1.575 -1.256  -0.24
C: 3.912 1.495 -0.051  -0.20
C: 4.708 2.786 0.087  -0.19
C: 3.743 3.954 0.249  -0.19
C: 2.761 4.031 -0.919  -0.19
H: 0.289 -0.932 4.664  0.04
H: 1.939 -0.714 4.116  0.01
H: 1.006 -2.098 3.578  0.01
H: -1.551 1.301 4.294  0.10
H: -3.959 1.128 4.784  0.11
H: -5.383 -0.348 3.406  0.11
H: -4.422 -1.558 1.512  0.08
H: -1.471 -3.910 -0.238  0.12
H: -3.750 -3.713 0.824  0.09
H: -2.974 -3.440 2.389  0.12
H: -2.710 -5.951 0.677  0.12
H: -3.681 -5.786 2.140  0.11
H: -1.484 -6.871 2.605  0.11
H: -1.658 -5.349 3.477  0.12
H: -0.145 -5.752 0.857  0.12
H: 0.583 -5.484 2.441  0.11
H: 0.521 -3.363 1.145  0.08
H: -0.518 -3.262 2.580  0.10
H: -1.793 -1.668 -1.928  0.08
H: -3.460 -3.474 -1.380  0.10
H: -3.747 -2.428 -2.758  0.12
H: -5.225 -2.213 -0.110  0.08
H: -5.838 -2.813 -1.647  0.12
H: -6.498 -0.438 -1.257  0.11
H: -5.475 -0.604 -2.683  0.12
H: -4.532 0.238 0.097  0.09
H: -4.755 1.305 -1.289  0.10
H: -2.360 0.653 -0.977  0.07
H: -3.049 0.191 -2.553  0.10
H: 1.125 1.483 4.814  0.10
H: 1.541 3.839 5.352  0.11
H: 1.440 5.542 3.558  0.11
H: 1.042 4.864 1.256  0.10
H: -1.379 2.679 -1.351  0.10
H: -1.514 3.929 1.412  0.11
H: -1.990 2.269 1.077  0.09
H: -3.759 4.286 1.031  0.12
H: -3.930 2.918 -0.056  0.08
H: -4.069 5.357 -1.037  0.11
H: -3.182 4.138 -1.938  0.11
H: -1.925 6.072 0.039  0.12
H: -1.919 6.299 -1.705  0.11
H: 0.122 5.157 -0.465  0.07
H: -0.339 4.636 -2.079  0.12
H: 1.464 2.813 -2.121  0.11
H: 3.584 1.700 -2.165  0.13
H: 2.434 0.640 -1.347  0.03
H: 4.590 0.645 -0.165  0.11
H: 3.309 1.334 0.852  0.10
H: 5.327 2.931 -0.800  0.12
H: 5.368 2.728 0.954  0.11
H: 4.292 4.895 0.317  0.12
H: 3.205 3.823 1.186  0.09
H: 3.335 4.213 -1.834  0.12
H: 2.096 4.884 -0.796  0.09
S: -0.136 -1.014 -7.253  1.08
C: -1.571 -0.309 -7.864  -0.39
C: -2.306 0.294 -6.891  -0.17
C: -1.711 0.193 -5.621  -0.11
C: -0.521 -0.496 -5.629  -0.47
C: 0.358 -0.834 -4.545  -0.18
C: 0.072 -0.475 -3.220  -0.06
N: 0.810 -0.815 -2.182  0.00
C: 1.955 -1.538 -2.393  -0.15
C: 2.387 -1.847 -3.716  -0.12
C: 3.677 -2.435 -3.892  0.00
C: 4.505 -2.632 -2.845  0.00
C: 4.095 -2.344 -1.506  -0.13
C: 4.946 -2.448 -0.420  0.04
C: 4.484 -2.113 0.871  -0.19
C: 3.124 -1.817 0.998  -0.07
N: 2.288 -1.710 -0.022  0.01
C: 2.764 -1.876 -1.293  -0.16
C: 5.359 -2.089 2.012  -0.47
C: 5.089 -1.715 3.310  -0.10
C: 6.211 -1.771 4.152  -0.17
C: 7.337 -2.174 3.502  -0.39
S: 7.047 -2.499 1.845  1.07
C: 1.566 -1.514 -4.778  0.04
H: -1.783 -0.381 -8.913  0.07
H: -3.244 0.789 -7.072  0.11
H: -2.145 0.639 -4.743  0.10
H: -0.789 0.143 -3.007  0.10
H: 3.993 -2.658 -4.901  0.12
H: 5.504 -3.015 -2.992  0.12
H: 5.965 -2.778 -0.550  0.10
H: 2.693 -1.684 1.979  0.08
H: 4.121 -1.404 3.657  0.09
H: 6.184 -1.531 5.198  0.11
H: 8.324 -2.299 3.898  0.07
H: 1.865 -1.748 -5.791  0.10

Output
Orbital gap, eV: 6.310
DFT total energy, eV: -114549.610
Energy above the lowest of the compared OMol25 structures with the same formula, charge and spin, kcal per mole: 30.8
Total charge: +1
Lowest unoccupied orbital energy, eV: -3.22